53
Properties=species:S:1:pos:R:3 method="wB97M-V/def2-TZVPD" e_homo_ha=-0.206 largest_force_ev_per_a=0.97 total_energy_ha=-2929.72471 total_charge=-1
Ir -0.823 0.362 0.300
S -1.365 -1.736 0.834
C -0.021 -2.310 -0.153
S 0.702 -0.943 -0.891
C 0.346 -3.619 -0.276
C -0.354 -4.657 0.409
N -0.910 -5.503 0.958
C 1.471 -3.985 -1.075
N 2.378 -4.274 -1.722
C 5.685 5.624 -1.035
C 4.657 4.781 -0.334
C 4.571 3.412 -0.577
C 3.610 2.636 0.048
C 2.722 3.244 0.925
C 2.790 4.603 1.193
C 3.762 5.362 0.562
S 1.457 2.266 1.671
O 0.903 2.970 2.780
O 1.926 0.925 1.773
N 0.266 2.274 0.423
C -0.551 3.521 0.389
C -1.733 3.351 -0.558
C -1.393 2.445 -1.733
O -1.181 2.904 -2.838
O -1.353 1.157 -1.482
H 6.476 5.009 -1.462
H 6.137 6.342 -0.351
H 5.225 6.188 -1.849
H 5.269 2.946 -1.261
H 3.550 1.568 -0.127
H 2.099 5.045 1.898
H 3.828 6.424 0.769
H 0.805 2.202 -0.443
H 0.090 4.345 0.067
H -0.891 3.705 1.404
H -2.030 4.323 -0.948
H -2.564 2.918 -0.023
O -3.690 2.363 2.777
C -3.301 1.683 1.839
O -2.099 1.239 1.721
C -4.292 1.399 0.716
C -5.333 2.308 0.536
C -6.262 2.140 -0.478
C -6.183 1.039 -1.318
C -5.156 0.137 -1.111
C -4.203 0.298 -0.123
N -5.074 -1.048 -1.987
O -5.981 -1.221 -2.782
O -4.184 -1.843 -1.778
H -5.394 3.146 1.218
H -7.055 2.863 -0.614
H -6.891 0.871 -2.114
H -3.412 -0.433 -0.028